Molecular formula: C37H86N2O18P2S2
Method: DFT, ωB97M-V with the def2-TZVPD basis set

Last column: Löwdin charge in e.
Positions of all 147 atoms, in Å:
C (5.86, -2.34, 1.92)  -0.269
P (5.63, -1.73, 0.22)  0.864
O (6.36, -3.01, -0.56)  -0.322
C (3.87, -2.28, 0.09)  -0.389
O (3.13, -1.80, -1.02)  -0.229
C (2.66, -0.45, -1.14)  -0.641
S (2.85, 0.52, 0.39)  0.872
C (1.13, -0.62, -1.27)  -0.158
C (0.51, -1.44, -0.14)  -0.169
O (0.12, -2.75, -0.59)  -0.036
C (-1.08, -2.85, -1.15)  -0.377
O (-1.37, -3.69, -1.93)  0.108
C (3.42, 0.25, -2.44)  -0.393
C (2.32, 0.84, -3.36)  -0.134
C (2.57, 1.56, -4.70)  -0.151
C (3.77, 2.47, -4.91)  -0.292
O (3.36, 3.80, -4.58)  -0.152
C (4.18, -0.89, -3.16)  -0.146
C (4.95, -0.55, -4.43)  -0.261
C (5.66, -1.79, -4.98)  -0.555
S (4.58, -2.93, -5.91)  0.710
N (4.43, 1.20, -1.97)  -0.169
P (4.51, 2.92, -2.06)  0.787
N (5.24, 3.18, -0.55)  -0.162
O (2.92, 3.28, -1.86)  -0.272
H (5.34, -3.28, 2.11)  0.036
H (6.93, -2.50, 2.07)  0.040
H (5.51, -1.58, 2.62)  0.045
H (6.83, -2.69, -1.35)  0.032
H (3.90, -3.37, -0.05)  0.099
H (3.36, -2.08, 1.04)  0.062
H (4.19, 0.62, 0.33)  -0.148
H (0.95, -1.19, -2.19)  0.127
H (0.63, 0.35, -1.36)  0.115
H (-0.37, -0.94, 0.28)  0.125
H (1.21, -1.61, 0.68)  0.095
H (-1.80, -2.10, -0.77)  0.146
H (1.69, -0.01, -3.62)  0.112
H (1.70, 1.49, -2.75)  0.096
H (2.52, 0.83, -5.52)  0.105
H (1.70, 2.21, -4.86)  0.121
H (4.09, 2.43, -5.96)  0.117
H (4.62, 2.19, -4.29)  0.036
H (4.13, 4.29, -4.25)  0.053
H (4.89, -1.31, -2.45)  0.085
H (3.46, -1.69, -3.39)  0.123
H (5.71, 0.21, -4.23)  0.110
H (4.29, -0.18, -5.22)  0.084
H (6.12, -2.37, -4.17)  0.065
H (6.44, -1.51, -5.69)  0.065
H (4.11, -3.59, -4.86)  -0.151
H (5.38, 0.86, -2.10)  0.072
H (5.55, 4.14, -0.46)  0.027
H (4.65, 2.95, 0.24)  0.012
H (2.63, 3.77, -2.64)  0.039
C (-0.20, -6.51, 0.25)  -0.102
O (0.98, -6.52, 1.02)  -0.185
C (1.51, -5.22, 1.18)  -0.211
C (2.48, -5.17, 2.34)  -0.179
O (1.86, -5.11, 3.62)  -0.122
C (1.38, -6.33, 4.15)  -0.184
C (2.46, -7.18, 4.78)  -0.213
O (3.20, -7.87, 3.80)  -0.193
C (4.41, -8.39, 4.31)  -0.115
H (-0.03, -6.09, -0.75)  0.086
H (-0.54, -7.54, 0.15)  0.087
H (-0.99, -5.91, 0.73)  0.090
H (0.70, -4.50, 1.36)  0.120
H (2.04, -4.92, 0.27)  0.124
H (3.04, -4.24, 2.26)  0.103
H (3.18, -6.01, 2.29)  0.128
H (0.84, -6.91, 3.39)  0.125
H (0.68, -6.05, 4.93)  0.127
H (1.98, -7.91, 5.46)  0.128
H (3.11, -6.54, 5.38)  0.128
H (5.06, -7.59, 4.69)  0.088
H (4.91, -8.90, 3.49)  0.088
H (4.22, -9.11, 5.12)  0.087
C (-8.36, -0.28, 0.90)  -0.112
O (-7.15, -0.68, 1.51)  -0.201
C (-6.30, -1.37, 0.61)  -0.207
C (-4.89, -1.42, 1.15)  -0.182
O (-4.15, -0.22, 0.96)  -0.132
C (-4.43, 0.84, 1.86)  -0.184
C (-3.79, 0.69, 3.22)  -0.208
O (-4.51, -0.24, 4.00)  -0.216
C (-3.78, -0.69, 5.12)  -0.112
H (-8.93, -1.14, 0.53)  0.089
H (-8.95, 0.23, 1.66)  0.083
H (-8.18, 0.40, 0.07)  0.089
H (-6.30, -0.88, -0.37)  0.130
H (-6.66, -2.40, 0.47)  0.130
H (-4.35, -2.18, 0.57)  0.121
H (-4.90, -1.73, 2.19)  0.124
H (-5.51, 0.98, 1.98)  0.122
H (-4.01, 1.73, 1.39)  0.128
H (-3.78, 1.67, 3.71)  0.128
H (-2.75, 0.35, 3.10)  0.127
H (-2.87, -1.21, 4.82)  0.090
H (-4.42, -1.38, 5.67)  0.088
H (-3.51, 0.14, 5.78)  0.087
C (-6.73, 1.99, 5.84)  -0.104
O (-7.80, 1.25, 6.37)  -0.187
C (-7.97, 0.02, 5.68)  -0.198
C (-8.75, -0.97, 6.51)  -0.179
O (-7.99, -1.60, 7.52)  -0.126
C (-7.78, -0.85, 8.71)  -0.187
C (-8.96, -0.87, 9.66)  -0.213
O (-9.96, 0.03, 9.24)  -0.194
C (-11.19, -0.20, 9.89)  -0.115
H (-6.89, 2.21, 4.77)  0.090
H (-6.67, 2.93, 6.39)  0.089
H (-5.79, 1.44, 5.94)  0.075
H (-6.99, -0.41, 5.43)  0.119
H (-8.50, 0.20, 4.73)  0.126
H (-9.07, -1.78, 5.84)  0.128
H (-9.65, -0.49, 6.92)  0.123
H (-7.50, 0.18, 8.49)  0.124
H (-6.95, -1.35, 9.21)  0.127
H (-8.60, -0.60, 10.67)  0.127
H (-9.36, -1.89, 9.71)  0.129
H (-11.57, -1.20, 9.67)  0.088
H (-11.90, 0.54, 9.52)  0.087
H (-11.10, -0.09, 10.98)  0.087
C (1.52, 10.29, -8.17)  -0.115
O (2.57, 9.36, -8.28)  -0.194
C (3.73, 9.76, -7.57)  -0.213
C (4.66, 8.59, -7.36)  -0.186
O (4.26, 7.72, -6.31)  -0.126
C (3.25, 6.78, -6.61)  -0.180
C (3.75, 5.56, -7.36)  -0.220
O (3.92, 5.84, -8.73)  -0.190
C (4.70, 4.87, -9.38)  -0.115
H (1.81, 11.27, -8.56)  0.087
H (0.68, 9.91, -8.74)  0.087
H (1.21, 10.42, -7.12)  0.088
H (3.45, 10.18, -6.59)  0.128
H (4.26, 10.54, -8.14)  0.128
H (5.62, 8.99, -7.05)  0.127
H (4.79, 8.04, -8.29)  0.124
H (2.42, 7.24, -7.16)  0.126
H (2.88, 6.43, -5.65)  0.120
H (3.02, 4.75, -7.23)  0.123
H (4.70, 5.24, -6.92)  0.125
H (5.71, 4.82, -8.95)  0.088
H (4.77, 5.15, -10.43)  0.087
H (4.25, 3.87, -9.32)  0.087

Strongest force on any atom   1.35 eV Å⁻¹
Spin multiplicity   1
Orbital gap   8.722 eV
E_HOMO   -8.336 eV
Calculated total energy   -4404.0720 a.u.